Density functional theory data (wB97M-V/def2-TZVPD) for one molecule with the formula CFN3O at a distorted geometry.

```
6
Properties=species:S:1:pos:R:3:forces:R:3:mulliken_charge:R:1
C 0.592 -0.213 -0.011 -1.242 1.005 0.670 0.62
N -0.382 -1.078 -0.056 1.192 0.657 -0.409 -0.26
N -1.490 -0.292 -0.080 -0.044 0.915 0.315 -0.08
N -1.242 0.930 0.013 0.265 -0.435 -0.045 0.04
O 0.196 1.081 0.090 0.015 -2.289 -0.479 -0.15
F 1.854 -0.477 0.024 -0.187 0.147 -0.051 -0.18
```
Positions in Å, forces in eV/Å.

Summary:
LUMO level = 0.299 eV
Energy = -377.3955 Eh
Multiplicity = 1
Charge = 0
Maximum force = 2.34 eV Å⁻¹
Structure (SMILES) = Fc1nnno1

=====

Density functional theory data (wB97M-V/def2-TZVPD) for an isolated ion of composition CFN4S and charge -1 at a distorted geometry.

```
7
Properties=species:S:1:pos:R:3:forces:R:3:mulliken_charge:R:1
C 0.244 0.090 0.193 -2.213 3.322 -1.146 0.34
N -0.796 1.184 -0.278 3.388 -2.363 1.017 -0.18
N -0.464 -0.991 0.407 0.171 -0.542 0.277 -0.20
N -1.870 0.522 -0.238 -0.608 0.967 -0.331 -0.25
N -1.716 -0.739 0.128 -0.248 -1.304 0.298 -0.36
F 2.720 -0.461 -0.731 -0.530 0.654 0.659 -0.34
S 1.883 0.395 0.518 0.039 -0.734 -0.775 -0.01
```
Positions in Å, forces in eV/Å.

Summary:
LUMO level = 3.591 eV
Energy = -755.1771 Eh
Multiplicity = 1
Charge = -1
Maximum force = 4.25 eV Å⁻¹

=====

no.,orbital gap (eV)
1,12.37
2,8.34